Formula: C5H14
Source: the OMol25 dataset
Level of theory: wB97M-V/def2-TZVPD

As for the frontier orbital gap: 12.5 eV. As for the structure (SMILES): CCC.CC. As for the LUMO energy: 1.155 eV. The energy relative to the best compared isomer or geometry (same formula, charge and spin) is 40.9 kJ/mol. The HOMO energy comes out at -11.3 eV. The net charge is 0.

Structure (XYZ):
```
19
Properties=species:S:1:pos:R:3:forces:R:3:mulliken_charge:R:1
C -0.58768 -1.13171 -0.20740 1.2 0.7 -0.2 -0.80
C -1.75299 -0.14337 -0.36884 0.9 -1.3 0.1 -0.12
C -3.08247 -0.75433 0.05643 -0.7 0.4 0.0 -1.08
H 0.32081 -0.58479 -0.48372 0.0 -0.1 0.0 -0.16
H -0.33621 -1.53559 0.77344 -0.6 -0.1 0.2 0.38
H -0.63086 -1.92803 -0.94729 -0.3 -0.3 0.2 0.38
H -1.66933 0.01629 -1.43550 -0.7 0.5 -0.3 0.22
H -1.51993 0.80123 0.11564 -0.1 0.0 0.2 0.28
H -3.60163 -0.13457 0.79349 0.0 0.0 -0.2 0.31
H -3.00874 -1.73345 0.51449 0.4 -0.2 0.1 0.33
H -3.75080 -0.90623 -0.79018 -0.1 0.2 0.0 0.28
C 2.07019 1.29175 0.83655 -0.7 -1.2 0.0 -0.78
C 2.85554 0.72853 -0.34913 0.5 0.9 0.5 -0.84
H 2.72604 1.66188 1.62212 -0.1 0.4 -0.1 0.33
H 1.29461 1.98333 0.51610 0.4 0.6 0.0 0.26
H 1.45245 0.50765 1.29643 0.4 -0.1 0.1 0.21
H 3.35578 1.56352 -0.84715 0.0 -0.1 -0.1 0.28
H 2.22048 0.24991 -1.07183 -0.2 -0.3 -0.3 0.30
H 3.64474 0.04799 -0.02365 -0.2 -0.1 0.0 0.23
```
Forces are in eV/Å.